C8H9N3 | ωB97M-V with the def2-TZVPD basis set

LUMO energy (alpha / beta): -0.060 / -1.253 eV
energy above the lowest of the compared OMol25 structures with the same formula, charge and spin: 157.5 kcal/mol

```
! wB97M-V def2-TZVPD RIJCOSX def2/J DEFGRID3
* xyz 0 1
H -0.218 -0.105 4.206
C -0.161 -0.874 3.429
C 0.343 1.022 -1.401
N 0.211 0.869 1.934
H 0.460 -1.353 0.235
C -0.475 2.031 -1.732
H 0.241 1.040 -4.682
C 0.175 1.142 -3.672
H 0.299 1.272 0.986
H 1.556 -0.460 -2.844
H -0.642 3.114 -3.525
C 0.053 -1.459 1.271
C -0.237 -2.552 1.910
H -0.617 -3.007 3.983
H -0.921 2.767 -1.110
C 0.802 0.460 -2.689
N -0.008 -0.349 2.117
N -0.458 2.212 -3.118
H -0.101 -3.520 1.415
C -0.304 -2.250 3.286
*
```

Atom charges from the Löwdin analysis, given in e for atoms 1 to 4: number 1, H, carries 0.113; number 2, C, carries -0.040; number 3, C, carries 0.025; number 4, N, carries 0.126